# 1
147
Properties=species:S:1:pos:R:3:mulliken_charge:R:1 method="wB97M-V/def2-TZVPD" multiplicity=1 total_charge=+1 molar_mass_g_mol=851.21 lumo_energy_ha=-0.208
C 5.238 -0.343 -1.762 0.095
C 4.378 -1.186 -1.520 -0.604
C 3.525 -2.289 -0.804 -0.609
C 3.697 -2.323 0.778 0.357
C 5.185 -2.632 1.267 -0.759
N 6.145 -1.494 1.082 0.044
C 6.181 -0.618 2.234 -0.290
N 6.994 -0.981 3.276 -0.377
N 5.407 0.589 2.216 -0.012
C 4.115 0.438 3.007 -0.619
C 3.010 1.338 2.279 -0.498
C 1.560 1.187 2.905 -0.662
C 0.452 2.013 2.078 -0.304
C -0.232 1.056 1.006 0.152
C -1.687 0.511 1.470 -0.084
C -2.422 0.036 0.142 -0.443
C -3.499 -1.118 0.331 -0.029
C -3.073 -2.287 1.321 -0.125
C -3.847 -2.008 2.724 -0.716
H 6.037 0.432 -1.905 0.370
H 2.431 -2.042 -1.010 0.243
H 3.688 -3.319 -1.261 0.401
H 3.256 -1.384 1.239 -0.479
H 3.057 -3.198 1.145 0.354
H 5.220 -3.018 2.341 0.316
H 5.572 -3.491 0.628 0.438
H 7.106 -1.847 0.949 0.368
H 6.631 -1.414 4.127 0.238
H 8.007 -0.852 3.131 0.254
H 5.980 1.281 2.725 0.395
H 4.271 0.893 4.030 0.372
H 3.801 -0.640 3.118 0.360
H 3.337 2.420 2.402 0.405
H 3.019 1.124 1.163 0.230
H 1.589 1.575 3.973 0.343
H 1.253 0.096 2.860 0.219
H -0.310 2.458 2.804 0.158
H 0.948 2.869 1.515 0.390
H -0.366 1.511 -0.020 -0.436
H 0.405 0.120 0.884 0.015
H -2.181 1.386 1.995 0.350
H -1.474 -0.306 2.220 -0.067
H -1.642 -0.186 -0.661 0.225
H -2.992 0.948 -0.249 0.178
H -3.638 -1.600 -0.700 -0.444
H -4.515 -0.661 0.580 0.475
H -3.362 -3.326 0.971 0.225
H -1.973 -2.265 1.580 0.104
H -4.445 -1.051 2.709 -0.046
H -3.116 -2.025 3.599 0.270
H -4.576 -2.861 2.890 0.291
C 0.944 1.360 -2.935 0.090
O 0.227 0.655 -2.245 -0.581
N 0.544 2.476 -3.591 0.202
C 1.458 3.265 -4.396 -0.794
C -0.842 2.895 -3.484 -0.937
H 2.013 1.132 -3.083 0.241
H 1.501 4.280 -3.995 0.353
H 1.092 3.294 -5.425 0.355
H 2.459 2.835 -4.385 0.096
H -1.082 3.078 -2.434 0.240
H -1.488 2.097 -3.856 0.310
H -1.011 3.803 -4.062 0.381
C -2.577 -6.007 -0.938 0.486
O -3.407 -6.887 -0.834 -0.611
N -1.370 -5.985 -0.312 0.170
C -0.437 -4.894 -0.493 -1.013
C -1.010 -7.085 0.563 -1.012
H -2.747 -5.123 -1.577 -0.030
H 0.497 -5.287 -0.905 0.436
H -0.241 -4.430 0.478 0.350
H -0.841 -4.143 -1.173 0.252
H -1.017 -8.015 -0.009 0.303
H -1.747 -7.162 1.365 0.319
H -0.020 -6.924 0.990 0.377
C 5.223 2.503 -5.745 0.258
O 4.516 3.477 -5.556 -0.659
N 5.293 1.798 -6.900 0.151
C 6.163 0.647 -7.046 -0.962
C 4.474 2.208 -8.026 -0.957
H 5.885 2.106 -4.957 0.222
H 6.870 0.837 -7.856 0.363
H 5.556 -0.229 -7.286 0.373
H 6.716 0.456 -6.126 0.276
H 4.729 3.234 -8.301 0.306
H 3.422 2.176 -7.735 0.263
H 4.639 1.549 -8.878 0.390
C -0.952 3.904 5.788 0.082
O -0.589 3.091 4.956 -0.552
N -0.788 5.247 5.693 0.114
C -1.248 6.154 6.726 -0.916
C -0.131 5.793 4.520 -0.864
H -1.462 3.595 6.715 0.252
H -1.973 6.848 6.295 0.337
H -0.395 6.713 7.117 0.335
H -1.720 5.607 7.543 0.290
H -0.694 5.509 3.628 0.274
H 0.876 5.375 4.445 0.253
H -0.072 6.879 4.587 0.368
C -5.223 -1.264 -3.812 0.222
O -5.776 -0.264 -4.226 -0.628
N -5.674 -2.536 -3.976 0.141
C -4.956 -3.679 -3.450 -0.868
C -6.913 -2.755 -4.699 -1.004
H -4.276 -1.211 -3.249 0.194
H -4.686 -4.342 -4.276 0.408
H -5.601 -4.213 -2.749 0.376
H -4.048 -3.365 -2.933 0.112
H -6.814 -2.354 -5.710 0.301
H -7.723 -2.227 -4.192 0.310
H -7.142 -3.819 -4.748 0.390
C -6.630 -5.587 6.391 0.104
O -5.650 -6.095 6.903 -0.583
N -6.672 -4.347 5.838 0.118
C -7.878 -3.809 5.245 -0.741
C -5.471 -3.534 5.842 -0.863
H -7.595 -6.118 6.335 0.261
H -7.685 -3.581 4.194 0.235
H -8.155 -2.893 5.773 0.263
H -8.699 -4.523 5.312 0.348
H -4.681 -4.063 5.303 0.275
H -5.148 -3.379 6.874 0.373
H -5.658 -2.571 5.367 0.258
C 9.368 2.801 -5.749 0.150
O 9.732 1.982 -6.573 -0.612
N 9.525 4.145 -5.854 0.108
C 9.062 5.057 -4.826 -0.955
C 10.178 4.686 -7.032 -0.950
H 8.861 2.497 -4.817 0.270
H 8.334 5.745 -5.261 0.345
H 9.914 5.623 -4.441 0.368
H 8.594 4.513 -4.005 0.300
H 9.615 4.394 -7.920 0.299
H 11.186 4.273 -7.105 0.298
H 10.231 5.773 -6.973 0.385
C -7.712 -0.144 3.806 0.148
O -6.734 -0.655 4.320 -0.611
N -7.749 1.095 3.255 0.146
C -8.954 1.638 2.659 -0.943
C -6.543 1.903 3.261 -0.809
H -8.678 -0.671 3.748 0.268
H -8.762 1.866 1.608 0.344
H -9.232 2.554 3.186 0.341
H -9.776 0.925 2.726 0.291
H -5.753 1.374 2.724 0.130
H -6.220 2.058 4.293 0.292
H -6.727 2.866 2.787 0.379


# 2
140
Properties=species:S:1:pos:R:3:mulliken_charge:R:1 method="wB97M-V/def2-TZVPD" multiplicity=1 total_charge=+4 e_above_lowest_kcal_mol=0.0 molar_mass_g_mol=728.00 lumo_energy_ha=-0.266
C 12.530 23.011 12.699 -1.612
C 13.683 22.033 12.731 0.891
C 14.948 22.690 12.327 -1.166
N 16.235 21.883 12.682 0.459
C 16.104 20.512 12.200 -0.711
C 17.366 22.600 12.052 -0.429
C 17.510 23.859 12.894 -0.497
C 16.964 23.512 14.323 -1.007
C 16.409 22.024 14.148 -0.438
H 12.582 23.618 11.794 0.339
H 12.635 23.681 13.555 0.425
H 11.606 22.479 12.712 0.428
H 13.450 21.207 12.058 -0.156
H 13.772 21.721 13.763 -0.077
H 15.048 23.607 12.894 0.386
H 14.903 22.945 11.256 0.624
H 15.618 20.480 11.225 0.124
H 15.463 19.966 12.918 0.139
H 17.003 19.922 12.219 0.433
H 18.222 21.943 11.920 0.407
H 17.073 22.875 11.077 0.301
H 18.526 24.167 13.089 0.368
H 16.917 24.687 12.505 0.351
H 17.777 23.440 15.053 0.410
H 16.307 24.298 14.635 0.386
H 17.280 21.428 14.432 0.570
H 15.467 21.834 14.651 0.155
C 13.028 12.488 12.617 -1.489
C 12.480 11.062 12.757 -0.164
C 13.508 10.254 13.546 -0.931
N 13.403 8.753 13.445 0.010
C 13.684 8.251 12.086 -0.900
C 12.092 8.355 14.073 -0.566
C 12.223 8.559 15.585 -0.537
C 13.770 8.484 15.847 -0.697
C 14.343 8.212 14.493 -0.521
H 14.018 12.500 12.140 0.402
H 13.052 13.039 13.568 0.332
H 12.352 13.134 12.043 0.380
H 12.153 10.616 11.826 0.404
H 11.518 11.049 13.286 0.219
H 13.472 10.485 14.581 0.384
H 14.433 10.609 13.128 0.476
H 14.621 8.585 11.646 0.328
H 12.826 8.556 11.481 0.381
H 13.709 7.138 12.145 0.421
H 12.027 7.291 13.854 0.518
H 11.314 8.970 13.656 0.388
H 11.659 7.810 16.140 0.417
H 11.819 9.550 15.821 0.247
H 13.913 7.600 16.453 0.331
H 14.196 9.300 16.370 0.372
H 14.477 7.122 14.337 0.442
H 15.301 8.679 14.288 0.365
C 11.830 16.008 18.701 -1.302
C 13.247 16.465 18.853 -0.232
C 13.977 16.501 17.485 -0.724
N 15.416 16.958 17.516 0.260
C 16.173 16.193 18.502 -1.159
C 15.559 18.381 17.912 -0.558
C 16.938 18.749 17.314 -0.795
C 17.023 17.993 15.984 0.228
C 16.004 16.861 16.140 -0.252
H 11.351 16.554 17.853 0.227
H 11.205 15.928 19.564 0.414
H 11.917 14.961 18.377 0.333
H 13.693 15.743 19.528 0.309
H 13.308 17.462 19.314 0.354
H 13.502 17.158 16.745 0.219
H 13.969 15.518 17.074 0.585
H 15.920 16.475 19.477 0.373
H 17.221 16.341 18.285 0.483
H 15.943 15.162 18.279 0.406
H 15.482 18.416 19.026 0.408
H 14.699 18.881 17.444 0.395
H 17.766 18.311 17.903 0.312
H 17.081 19.816 17.179 0.495
H 18.014 17.564 15.821 0.417
H 16.788 18.641 15.167 -0.432
H 16.417 15.834 16.000 0.368
H 15.229 16.955 15.403 -0.131
C 8.671 14.091 13.838 -1.346
C 8.981 15.415 13.115 0.318
C 7.727 16.254 13.177 -1.110
N 7.878 17.645 12.675 0.255
C 8.378 17.618 11.223 -1.147
C 6.540 18.338 12.932 -0.527
C 6.548 18.777 14.391 -0.654
C 8.028 18.921 14.794 -0.590
C 8.760 18.512 13.488 -0.918
H 9.588 13.483 13.886 0.272
H 7.894 13.521 13.286 0.379
H 8.297 14.316 14.869 0.332
H 9.355 15.271 12.103 0.310
H 9.822 15.889 13.641 0.009
H 7.287 16.387 14.160 0.449
H 6.909 15.804 12.593 0.494
H 7.793 17.010 10.554 0.346
H 9.416 17.257 11.212 0.410
H 8.407 18.677 10.898 0.466
H 6.605 19.240 12.312 0.431
H 5.715 17.728 12.602 0.415
H 6.066 19.763 14.422 0.350
H 5.969 18.134 15.095 0.322
H 8.298 19.943 15.006 0.425
H 8.341 18.347 15.697 0.251
H 8.960 19.385 12.885 0.644
H 9.707 18.038 13.629 0.442
C 14.304 23.074 6.917 -1.424
C 13.721 21.765 6.460 -0.323
C 13.240 20.937 7.665 -0.419
N 12.724 19.594 7.240 0.345
C 11.493 19.714 6.397 -1.007
C 12.320 18.880 8.460 -0.680
C 12.376 17.371 8.061 -0.650
C 13.037 17.345 6.743 -0.787
C 13.714 18.686 6.649 -0.551
H 13.541 23.743 7.340 0.369
H 14.548 23.669 6.000 0.395
H 15.171 23.002 7.549 0.372
H 14.490 21.215 5.871 0.285
H 12.906 21.805 5.774 0.440
H 12.476 21.546 8.223 0.320
H 14.107 20.668 8.317 0.130
H 11.693 20.005 5.393 0.344
H 10.914 20.504 6.864 0.408
H 10.809 18.835 6.401 0.387
H 11.380 19.295 8.755 0.547
H 13.054 19.142 9.245 0.130
H 11.380 16.952 8.064 0.345
H 12.951 16.803 8.763 0.432
H 12.339 17.153 5.932 0.333
H 13.824 16.616 6.623 0.421
H 13.911 19.054 5.625 0.433
H 14.664 18.659 7.197 0.391
B 13.535 18.116 13.339 0.386
F 13.402 18.749 12.034 -0.323
F 12.245 17.928 13.914 -0.273
F 14.289 16.856 13.262 -0.421
F 14.278 18.985 14.299 -0.496


# 3
136
Properties=species:S:1:pos:R:3:mulliken_charge:R:1 method="wB97M-V/def2-TZVPD" multiplicity=1 total_charge=0 molar_mass_g_mol=650.17 smiles="CO[C@H](CCCCNC(C)=O)COCO.CCCCCC.CCCCCC.CCCCCC.CCCCCC.CCCCCC" lumo_energy_ha=0.020
C -2.484 -1.068 6.631 -0.821
O -2.053 -0.804 5.302 -0.398
C -2.433 -1.810 4.368 0.183
C -1.474 -1.688 3.201 -1.006
C -1.882 -2.384 1.898 -0.297
C -2.839 -1.663 0.961 -0.186
C -2.403 -0.278 0.527 -0.917
N -2.672 0.776 1.548 0.021
C -3.915 1.376 1.390 0.484
C -3.917 2.821 0.930 -1.416
O -4.930 0.804 1.615 -0.531
C -3.888 -1.570 4.030 -0.667
O -4.460 -2.740 3.444 -0.343
C -5.833 -2.632 3.227 -0.174
O -6.487 -3.697 3.869 -0.546
H -3.290 -1.787 6.688 0.389
H -1.625 -1.385 7.211 0.254
H -2.805 -0.129 7.060 0.272
H -2.350 -2.788 4.840 0.192
H -0.559 -2.176 3.520 0.425
H -1.224 -0.645 3.083 0.325
H -2.230 -3.382 2.119 0.415
H -0.962 -2.517 1.335 0.218
H -3.852 -1.589 1.324 -0.323
H -2.893 -2.262 0.057 0.511
H -3.003 -0.031 -0.349 0.407
H -1.380 -0.240 0.185 0.324
H -1.926 1.458 1.509 0.331
H -3.606 3.452 1.753 0.338
H -3.225 2.928 0.101 0.365
H -4.904 3.085 0.602 0.374
H -4.486 -1.296 4.897 0.723
H -3.942 -0.737 3.340 0.235
H -6.077 -2.688 2.169 0.268
H -6.223 -1.683 3.591 0.248
H -5.792 -4.226 4.282 0.305
C -12.374 0.510 1.148 -1.187
C -11.942 0.355 2.604 -0.390
C -10.433 0.484 2.805 -0.766
C -9.593 -0.576 2.090 -0.297
C -9.930 -2.021 2.455 -0.474
C -9.693 -2.344 3.927 -1.022
H -11.944 -0.267 0.515 0.283
H -13.460 0.441 1.061 0.379
H -12.067 1.480 0.753 0.291
H -12.296 -0.604 2.991 0.235
H -12.437 1.126 3.200 0.368
H -10.216 0.458 3.877 0.316
H -10.111 1.472 2.460 0.392
H -8.538 -0.389 2.315 0.107
H -9.694 -0.452 1.008 0.306
H -9.309 -2.684 1.848 0.345
H -10.967 -2.248 2.191 0.317
H -8.652 -2.166 4.198 0.093
H -9.916 -3.393 4.129 0.348
H -10.327 -1.742 4.581 0.338
C 3.885 1.710 -1.957 -0.540
C 4.283 0.348 -1.396 -0.161
C 3.191 -0.711 -1.540 -1.274
C 1.894 -0.405 -0.791 -0.489
C 2.054 -0.187 0.713 -0.224
C 2.584 -1.413 1.448 -0.990
H 3.027 2.130 -1.430 0.383
H 4.710 2.417 -1.857 -0.276
H 3.634 1.636 -3.017 0.324
H 4.574 0.454 -0.347 0.277
H 5.174 -0.002 -1.925 0.226
H 3.587 -1.675 -1.206 0.345
H 2.957 -0.838 -2.602 0.424
H 1.196 -1.233 -0.957 0.330
H 1.419 0.479 -1.229 0.486
H 1.075 0.074 1.130 0.064
H 2.706 0.669 0.907 0.369
H 1.921 -2.268 1.299 -0.058
H 2.648 -1.217 2.520 0.435
H 3.583 -1.689 1.108 0.371
C 9.834 4.015 -4.289 -0.889
C 10.218 2.641 -3.744 -0.422
C 9.117 1.595 -3.911 -0.948
C 7.818 1.909 -3.168 -0.226
C 7.969 2.107 -1.661 -0.188
C 8.473 0.862 -0.935 -1.517
H 8.973 4.432 -3.763 0.023
H 10.660 4.718 -4.175 0.403
H 9.587 3.956 -5.351 0.297
H 10.501 2.731 -2.692 0.238
H 11.109 2.291 -4.271 0.373
H 9.499 0.623 -3.587 0.328
H 8.889 1.485 -4.976 0.415
H 7.109 1.094 -3.349 0.194
H 7.360 2.804 -3.599 0.300
H 6.993 2.379 -1.250 0.224
H 8.634 2.949 -1.451 0.424
H 7.798 0.019 -1.097 0.256
H 8.534 1.043 0.139 0.422
H 9.468 0.572 -1.275 0.364
C 1.403 -4.916 0.122 -0.844
C 1.204 -6.163 -0.732 -0.642
C -0.157 -6.203 -1.425 -0.811
C -1.361 -6.234 -0.482 0.118
C -1.376 -7.396 0.509 -0.381
C -1.443 -8.765 -0.163 -1.281
H 0.675 -4.864 0.935 0.234
H 2.397 -4.915 0.573 0.406
H 1.307 -4.009 -0.481 0.167
H 1.346 -7.055 -0.117 0.306
H 1.983 -6.194 -1.498 0.361
H -0.190 -7.071 -2.089 0.350
H -0.250 -5.327 -2.076 0.386
H -2.273 -6.272 -1.086 0.419
H -1.412 -5.294 0.077 -0.389
H -2.246 -7.283 1.161 0.394
H -0.499 -7.351 1.161 0.255
H -2.335 -8.847 -0.787 0.304
H -1.481 -9.558 0.585 0.392
H -0.570 -8.949 -0.791 0.279
C 5.875 5.180 -2.252 -0.449
C 6.147 6.570 -2.819 -0.604
C 4.911 7.467 -2.841 -0.929
C 3.763 6.960 -3.717 -0.651
C 4.126 6.727 -5.183 -0.289
C 4.566 7.997 -5.908 -1.232
H 5.149 4.632 -2.855 0.264
H 6.793 4.591 -2.230 -0.118
H 5.493 5.246 -1.230 0.329
H 6.570 6.479 -3.824 0.187
H 6.914 7.054 -2.209 0.461
H 5.206 8.468 -3.168 0.364
H 4.539 7.586 -1.818 0.355
H 2.943 7.683 -3.665 0.412
H 3.369 6.029 -3.300 0.272
H 3.252 6.317 -5.695 0.365
H 4.910 5.969 -5.265 0.214
H 3.780 8.754 -5.875 0.299
H 4.784 7.784 -6.955 0.384
H 5.467 8.422 -5.465 0.286